Record 1
{
  "formula": "C48H50BF4KN9O2PS",
  "method": "ωB97M-V with the def2-TZVPD basis set",
  "species": ["K", "C", "C", "C", "C", "C", "C", "N", "C", "C", "C", "C", "C", "C", "N", "N", "C", "C", "C", "C", "C", "N", "H", "H", "H", "H", "H", "H", "H", "H", "H", "H", "H", "H", "H", "C", "C", "C", "C", "C", "C", "C", "P", "C", "C", "C", "C", "C", "C", "C", "C", "C", "C", "C", "C", "C", "C", "H", "H", "H", "H", "H", "H", "H", "H", "H", "H", "H", "H", "H", "H", "H", "H", "H", "H", "H", "H", "S", "C", "N", "C", "C", "C", "N", "H", "H", "H", "H", "H", "H", "H", "H", "F", "B", "F", "F", "F", "C", "C", "N", "O", "H", "H", "H", "H", "H", "N", "C", "C", "C", "N", "H", "H", "H", "H", "O", "C"],
  "positions_angstrom": [[12.0471, 14.4035, 11.9041], [13.7247, 9.8615, 13.5480], [12.3635, 9.4343, 13.0826], [11.2809, 10.5229, 13.2639], [11.7309, 11.9184, 13.7812], [13.0203, 12.1400, 14.0816], [14.0450, 11.1102, 13.9455], [10.7139, 12.8700, 13.9294], [9.9107, 12.7165, 14.9301], [10.0019, 11.7415, 16.0081], [8.9918, 11.5613, 16.9382], [7.8161, 12.3595, 16.9335], [7.7829, 13.3678, 16.0809], [8.7582, 13.6010, 15.1079], [8.7116, 14.6318, 14.2232], [7.6376, 15.2523, 14.1115], [7.7382, 16.2204, 13.1543], [6.6181, 16.3382, 12.2895], [6.7508, 17.1467, 11.1874], [7.9612, 17.8095, 10.9627], [8.9412, 17.7021, 11.9283], [8.8280, 16.9480, 13.0152], [14.4870, 9.0957, 13.4478], [12.0963, 8.4863, 13.5351], [10.4333, 10.2605, 13.8974], [13.2820, 13.1225, 14.5178], [15.0755, 11.3402, 14.2287], [10.8496, 11.0647, 16.0140], [9.1142, 10.8475, 17.7462], [7.0131, 12.1187, 17.6302], [6.9815, 14.0603, 16.0723], [5.7171, 15.8297, 12.5735], [5.9278, 17.2373, 10.5029], [8.1840, 18.3849, 10.0697], [9.8838, 18.1984, 11.7778], [8.4016, 10.4391, 12.4589], [9.5279, 9.6088, 11.9422], [9.4484, 8.3060, 11.7122], [10.5152, 7.5327, 11.1007], [11.7796, 7.9850, 10.9689], [12.0971, 9.3555, 11.5162], [10.8664, 10.3265, 11.7487], [10.6877, 11.8213, 10.5833], [8.9470, 11.7439, 9.9063], [8.2041, 12.8575, 10.3033], [6.8538, 13.0164, 10.0819], [6.1800, 11.9780, 9.5156], [6.9034, 10.9049, 8.9904], [8.2762, 10.7349, 9.1921], [8.9173, 9.4648, 8.7115], [11.8277, 11.4761, 9.2398], [11.3832, 11.3156, 7.8947], [12.2802, 11.2325, 6.8421], [13.6872, 11.2834, 7.0750], [14.0909, 11.5808, 8.3521], [13.2454, 11.7184, 9.4842], [13.7424, 12.1009, 10.7098], [8.1103, 10.0336, 13.4435], [7.5022, 10.4133, 11.8024], [8.6666, 11.4748, 12.6694], [8.5291, 7.7996, 11.9504], [10.2848, 6.5237, 10.7589], [12.5455, 7.4010, 10.4897], [12.8878, 9.8846, 10.9780], [8.7038, 13.6396, 10.8648], [6.3664, 13.9052, 10.4687], [5.0954, 12.0674, 9.3526], [6.3150, 10.1592, 8.4677], [9.1215, 9.4668, 7.6553], [8.2501, 8.6241, 8.9306], [9.8351, 9.2694, 9.2326], [10.3446, 11.3416, 7.6598], [11.8786, 11.0253, 5.8268], [14.3644, 11.1534, 6.2752], [15.1542, 11.7189, 8.5832], [14.8699, 11.9690, 10.8292], [13.2222, 11.7020, 11.5744], [14.1777, 18.9159, 11.6574], [14.7538, 17.5916, 12.4953], [14.5870, 16.3121, 12.1314], [14.9283, 15.2411, 13.0732], [16.3507, 15.4972, 13.5628], [16.3590, 16.8836, 14.2587], [15.3609, 17.7482, 13.7103], [14.4305, 16.0741, 11.1738], [14.7994, 14.2670, 12.6128], [14.2394, 15.3558, 13.8966], [16.9281, 15.5059, 12.6364], [16.6699, 14.7623, 14.3020], [17.3727, 17.3138, 14.1122], [16.1752, 16.7754, 15.3239], [15.3905, 18.7484, 13.9351], [9.3179, 14.7083, 7.5901], [9.0713, 14.7184, 6.1883], [8.6706, 13.4457, 5.7918], [8.1158, 15.7636, 5.9572], [10.2849, 15.0560, 5.5454], [13.3452, 16.9449, 7.3036], [13.2130, 15.7777, 8.2650], [12.2906, 14.8395, 8.0377], [13.9584, 15.7342, 9.2641], [12.6567, 16.8660, 6.4452], [14.4018, 17.0328, 7.0126], [13.1384, 17.8602, 7.8425], [11.7508, 14.7999, 7.1731], [12.3175, 13.9878, 8.5731], [10.2067, 17.1830, 8.3695], [10.0630, 18.1699, 7.4879], [10.7071, 19.2775, 7.9943], [11.2170, 18.8427, 9.2273], [10.8978, 17.5502, 9.4393], [9.8102, 16.2778, 8.3029], [9.5279, 17.9880, 6.5897], [10.8666, 20.2326, 7.6063], [11.7964, 19.3901, 9.9633], [12.5454, 16.2231, 16.1007], [11.5439, 16.4394, 16.5557]],
  "forces_ev_per_angstrom": [[-0.3, 0.1, -0.1], [0.5, 0.2, -0.3], [0.2, 0.5, 0.0], [0.4, 1.3, -0.3], [-0.5, -0.8, -0.2], [0.1, 0.8, 0.3], [-0.3, -1.0, 0.0], [1.5, -0.6, -0.8], [-1.9, 0.5, 1.7], [-0.4, -0.5, 0.1], [0.4, 0.3, -0.5], [0.6, -2.3, 1.9], [-0.2, 1.6, -1.8], [1.2, -0.8, 0.1], [0.5, -0.2, -0.2], [-0.6, -0.5, 1.1], [-1.2, 1.1, -1.7], [1.0, 0.5, 0.7], [0.2, 0.1, -0.1], [-0.1, 0.0, -0.1], [-0.2, 0.0, -0.2], [0.6, -0.2, 0.2], [0.2, 0.1, 0.1], [-0.1, -0.2, 0.2], [0.2, -0.2, 0.2], [-0.1, -0.6, -0.2], [-0.3, 0.0, -0.1], [0.1, 0.1, 0.2], [0.1, -0.2, -0.2], [0.2, 0.3, -0.1], [-0.8, 0.6, 0.0], [-0.3, -0.3, -0.2], [-0.2, 0.1, -0.3], [-0.3, 0.0, 0.1], [0.2, 0.2, 0.1], [-1.1, -0.3, 0.8], [1.0, 0.7, -0.9], [-0.2, -0.3, 0.0], [1.2, -0.5, -0.1], [-1.2, 0.8, 0.5], [-0.3, 0.3, 0.7], [-0.8, -0.5, 0.1], [-0.1, 0.1, 0.1], [0.2, 0.0, 0.1], [0.7, 0.5, 0.2], [0.3, 0.4, 0.9], [-0.7, -0.3, -1.3], [-0.5, -0.1, 0.4], [-0.3, 0.2, 0.0], [-0.5, -0.2, 0.5], [0.2, 0.2, -1.3], [1.5, 0.3, 0.8], [0.1, -0.7, -1.0], [-2.2, 0.5, 1.3], [1.3, -0.2, -0.3], [-1.6, -0.2, -1.1], [1.9, -0.3, 1.4], [-0.1, 0.1, -0.2], [0.7, 0.0, 0.4], [0.1, 0.0, -0.2], [-0.4, -0.2, -0.1], [-0.1, 0.2, 0.0], [0.2, -0.1, -0.1], [-0.1, -0.4, 0.0], [0.1, 0.0, -0.1], [-0.1, -0.1, -0.1], [0.5, -0.3, 0.0], [0.3, -0.3, -0.1], [0.1, 0.1, -0.5], [0.0, 0.0, -0.1], [0.5, 0.0, 0.1], [-0.6, -0.1, 0.0], [0.4, 0.3, 0.7], [0.7, -0.1, -0.7], [-0.2, -0.1, -0.3], [-1.4, 0.3, -0.1], [0.0, 0.4, 0.1], [0.1, 0.1, -0.1], [-0.1, -0.3, 0.2], [0.3, -0.5, 0.5], [0.2, 0.8, 0.0], [-0.7, 0.6, 0.2], [1.1, -0.7, -0.5], [-0.7, 1.6, -0.4], [-0.4, 0.1, -1.1], [0.0, -0.1, -0.2], [-0.3, -0.3, 0.5], [0.5, -0.1, 0.4], [0.2, -0.2, -0.4], [-0.4, 0.0, 0.3], [0.0, -0.1, 0.2], [0.1, -0.8, 0.0], [0.0, -0.1, 0.2], [-0.1, 0.3, 0.2], [-0.3, 0.4, -0.1], [0.4, -0.8, -0.2], [0.1, 0.1, 0.0], [-0.1, -0.4, -0.3], [0.8, 0.2, 1.0], [-0.2, 0.0, -0.9], [-0.5, 0.0, -0.4], [0.5, 0.0, 0.2], [-0.4, -0.3, -0.2], [-0.2, 0.1, 0.2], [0.1, 0.2, 0.3], [0.1, -0.2, 0.2], [0.4, 1.2, 0.3], [-0.1, 0.4, -0.4], [0.1, -1.0, 0.9], [-0.3, -1.0, 0.3], [0.6, 0.8, 0.6], [-0.3, -1.3, -0.2], [-0.3, 0.0, -0.6], [-0.1, 1.1, -0.8], [-0.1, -0.2, -0.1], [0.5, -0.1, -0.3], [-0.5, 0.1, 0.2]],
  "e_tot_ha": -4266.4092,
  "homo_energy_ev": -1.1124,
  "total_charge": -2,
  "max_force_ev_per_a": 3.000,
  "lumo_ev": 3.4,
  "orbital_gap_ev": 4.53
}


Record 2
{
  "formula": "C48H50IrNOP2Si2",
  "method": "ωB97M-V with the def2-TZVPD basis set",
  "species": ["Ir", "C", "Si", "C", "C", "C", "C", "C", "C", "C", "C", "N", "Si", "C", "C", "C", "H", "H", "H", "H", "H", "H", "H", "H", "H", "H", "H", "H", "H", "H", "H", "H", "H", "H", "H", "H", "H", "H", "O", "C", "C", "C", "C", "C", "C", "P", "C", "C", "C", "C", "C", "C", "C", "C", "C", "C", "C", "C", "C", "C", "C", "C", "C", "C", "P", "C", "C", "C", "C", "C", "C", "C", "C", "C", "C", "C", "C", "H", "H", "H", "H", "H", "H", "H", "H", "H", "H", "H", "H", "H", "H", "H", "H", "H", "H", "H", "H", "H", "H", "H", "H", "H", "H", "H", "H"],
  "positions_angstrom": [[0.1544, 0.1451, 0.0163], [3.3047, 1.9579, -0.1709], [1.9955, 3.2648, 0.2014], [1.0234, 3.9322, -1.2682], [2.7830, 4.7370, 1.0717], [0.7111, 2.4025, 1.3306], [-0.6828, 2.7145, 1.0099], [-1.3305, 3.9067, 1.3481], [-2.6310, 4.1165, 0.9378], [-3.2874, 3.1277, 0.2116], [-2.6020, 1.9679, -0.0796], [-1.3353, 1.7737, 0.2991], [1.1627, 2.3823, 3.1897], [-0.2344, 1.3959, 3.9835], [1.1596, 4.0813, 4.0081], [2.8311, 1.5506, 3.4292], [3.9244, 2.2509, -1.0192], [2.8579, 0.9846, -0.3900], [3.9673, 1.8351, 0.6896], [1.6893, 4.2304, -2.0786], [0.4587, 4.8187, -0.9704], [0.3167, 3.2014, -1.6619], [3.4729, 5.2370, 0.3882], [3.3533, 4.4496, 1.9566], [2.0237, 5.4626, 1.3690], [-0.7905, 4.6639, 1.9007], [-3.1302, 5.0465, 1.1761], [-4.3068, 3.2517, -0.1236], [-3.0692, 1.1713, -0.6408], [-1.1829, 1.9307, 3.8960], [-0.0417, 1.2087, 5.0426], [-0.3238, 0.4378, 3.4783], [0.2240, 4.6222, 3.8601], [1.9781, 4.7195, 3.6749], [1.2765, 3.9352, 5.0847], [2.9488, 0.6714, 2.7974], [2.9200, 1.2184, 4.4667], [3.6633, 2.2292, 3.2312], [0.6537, -2.8281, -0.8917], [-0.1127, -3.7765, -0.3708], [-0.2820, -5.0718, -0.8940], [-1.0205, -5.9803, -0.1832], [-1.6134, -5.6214, 1.0382], [-1.5320, -4.3109, 1.4990], [-0.8151, -3.3641, 0.7915], [-0.7790, -1.6187, 1.3933], [-2.5224, -1.4211, 1.8701], [-2.9439, -0.7929, 3.0391], [-4.2980, -0.6306, 3.2971], [-5.2443, -1.0865, 2.3929], [-4.8330, -1.6909, 1.2120], [-3.4835, -1.8479, 0.9476], [0.3063, -1.9452, 2.8202], [1.6691, -1.9765, 2.5135], [2.5972, -2.3241, 3.4798], [2.1676, -2.6180, 4.7676], [0.8148, -2.5907, 5.0752], [-0.1219, -2.2710, 4.1034], [1.2817, -2.9323, -2.1101], [2.0794, -4.0136, -2.4753], [2.5595, -4.0821, -3.7681], [2.2461, -3.0842, -4.6839], [1.5420, -1.9600, -4.2750], [1.0821, -1.8483, -2.9687], [0.3298, -0.2690, -2.3687], [-1.3130, -0.3162, -3.1518], [-1.5176, -0.0898, -4.5121], [-2.7954, -0.1722, -5.0439], [-3.8715, -0.5033, -4.2322], [-3.6699, -0.7609, -2.8838], [-2.3964, -0.6618, -2.3456], [1.3518, 0.8824, -3.3414], [0.8190, 1.9454, -4.0648], [1.6513, 2.7594, -4.8193], [3.0206, 2.5427, -4.8243], [3.5635, 1.5074, -4.0750], [2.7342, 0.6777, -3.3411], [0.1493, -5.3616, -1.8383], [-1.1419, -6.9810, -0.5747], [-2.1647, -6.3568, 1.6095], [-2.0493, -4.0193, 2.4034], [-2.2326, -0.4233, 3.7629], [-4.6068, -0.1463, 4.2138], [-6.2978, -0.9696, 2.6086], [-5.5652, -2.0466, 0.4989], [-3.1729, -2.3122, 0.0169], [1.9882, -1.7201, 1.5063], [3.6523, -2.3549, 3.2424], [2.8896, -2.8694, 5.5331], [0.4814, -2.8314, 6.0761], [-1.1756, -2.2749, 4.3518], [2.3442, -4.7730, -1.7513], [3.1715, -4.9226, -4.0654], [2.5852, -3.1616, -5.7081], [1.3718, -1.1525, -4.9738], [-0.6875, 0.1513, -5.1629], [-2.9493, 0.0241, -6.0967], [-4.8648, -0.5684, -4.6562], [-4.5042, -1.0348, -2.2501], [-2.2243, -0.8507, -1.2914], [-0.2460, 2.1361, -4.0432], [1.2298, 3.5620, -5.4101], [3.6689, 3.1751, -5.4165], [4.6324, 1.3382, -4.0678], [3.1621, -0.1439, -2.7788]],
  "forces_ev_per_angstrom": [[-0.5, -0.2, -0.1], [0.0, 0.3, 0.0], [-0.1, -0.3, -0.2], [0.3, -0.1, 0.1], [-0.1, -0.3, 0.0], [0.5, 0.7, 0.2], [-0.4, -0.1, -0.1], [0.2, 0.0, 0.1], [0.0, 0.0, 0.0], [0.0, 0.0, 0.0], [-0.1, 0.1, 0.0], [0.3, -0.2, 0.0], [-0.3, -0.5, 0.2], [0.3, 0.2, 0.0], [0.1, -0.1, -0.3], [-0.2, 0.1, 0.0], [0.0, 0.0, -0.1], [0.0, 0.0, 0.0], [-0.1, 0.0, 0.0], [0.0, 0.0, -0.1], [0.0, 0.0, 0.1], [0.0, 0.0, 0.0], [0.0, 0.0, -0.1], [0.0, 0.0, 0.0], [0.0, 0.0, 0.0], [0.0, 0.0, 0.0], [0.0, 0.0, 0.0], [0.0, 0.0, 0.0], [0.0, 0.0, 0.0], [0.0, 0.0, 0.0], [0.0, 0.0, 0.0], [0.0, -0.1, 0.0], [0.0, 0.0, 0.0], [-0.1, 0.0, 0.0], [0.0, -0.1, 0.0], [0.0, 0.0, -0.1], [0.0, 0.0, 0.0], [0.0, 0.0, 0.0], [-0.5, -0.8, 0.5], [0.4, 0.7, -0.2], [-0.2, -0.7, -0.2], [0.3, 0.1, -0.4], [-0.1, 0.0, 0.3], [0.2, 0.2, -0.2], [-0.4, 0.0, 0.6], [0.6, 0.9, -0.5], [0.0, -0.1, 0.0], [0.1, 0.0, 0.1], [0.0, 0.0, 0.0], [0.0, 0.0, 0.0], [0.0, 0.0, 0.0], [0.1, 0.0, 0.0], [-0.1, -0.1, 0.0], [-0.1, 0.1, -0.1], [0.0, 0.0, 0.1], [0.0, 0.0, 0.0], [-0.1, 0.0, 0.1], [0.0, -0.1, 0.0], [0.5, 0.1, -1.1], [-0.1, 0.0, 0.4], [0.0, 0.0, -0.1], [0.0, 0.0, 0.0], [0.1, -0.3, 0.0], [-0.1, 0.1, 0.5], [-0.2, 0.2, 0.7], [0.0, 0.0, 0.1], [0.0, -0.1, 0.0], [0.0, 0.0, 0.0], [0.0, 0.0, 0.0], [0.0, 0.0, 0.0], [0.1, 0.0, -0.1], [0.0, 0.0, 0.1], [0.0, 0.0, 0.1], [0.0, 0.1, 0.0], [0.0, 0.0, -0.1], [0.0, 0.0, 0.1], [-0.1, 0.1, 0.0], [0.1, 0.1, 0.0], [0.0, 0.0, 0.0], [0.0, 0.0, 0.0], [0.0, 0.0, 0.0], [0.0, 0.0, 0.0], [0.0, 0.0, 0.0], [0.0, 0.0, 0.0], [0.0, 0.0, 0.0], [-0.1, -0.1, 0.0], [0.1, 0.0, 0.0], [0.0, 0.0, 0.0], [0.0, 0.0, 0.0], [0.0, 0.0, 0.0], [0.0, 0.0, 0.0], [-0.1, 0.0, 0.0], [0.0, 0.0, 0.0], [0.0, 0.0, 0.0], [0.0, 0.0, 0.0], [0.0, 0.0, 0.0], [0.0, 0.0, 0.0], [0.0, 0.0, 0.0], [0.0, 0.0, 0.0], [0.0, 0.1, 0.0], [0.0, 0.0, 0.0], [0.0, 0.0, 0.0], [0.0, 0.0, 0.0], [0.0, 0.0, 0.0], [0.0, 0.0, 0.0]],
  "multiplicity": 5,
  "e_tot_ha": -3354.5783,
  "homo_energy_ev": [-12.3092, -13.1346],
  "total_charge": 2,
  "max_force_ev_per_a": 1.221,
  "lumo_ev": [-5.2, -9.2],
  "orbital_gap_ev": [7.14, 3.92]
}